Record 1
Computed, not measured: 7 unconnected molecules or ions with the total composition C33H83N11O7P2 in a non-equilibrium geometry, with ωB97M-V with the def2-TZVPD basis set.

Values from the calculation:
Net charge: 0
E_LUMO, eV: 0.485
SMILES: CN(C)P(=O)(N(C)C)N(C)C.CN(C)P(=O)(N(C)C)N(C)C.CC1(C)CCCC(C)(C)N1O.CN(C)C=O.CN(C)C=O.CN(C)C=O.CN(C)C=O

Geometry as XYZ:
```
136
Properties=species:S:1:pos:R:3:forces:R:3
C -10.574821 -4.026674 2.437538 0.9 1.2 0.1
O -10.218432 -2.869900 2.444820 0.1 0.6 0.1
N -11.624953 -4.492457 3.126407 0.5 -0.9 -0.6
C -12.063085 -5.845519 2.724852 -2.3 0.0 1.6
C -12.419996 -3.680424 4.070963 -1.8 -1.1 -0.5
H -9.955352 -4.747623 1.881929 -0.5 -0.5 0.0
H -11.777736 -6.301827 1.776978 0.6 0.9 0.0
H -13.152447 -5.810267 2.713310 -0.3 0.3 -0.6
H -12.007118 -6.614539 3.495299 1.1 0.1 0.4
H -12.812438 -4.415050 4.774109 0.4 0.3 0.6
H -12.121263 -2.737839 4.529634 1.5 -0.7 -0.1
H -13.354229 -3.312083 3.647135 -0.2 -0.2 -0.9
C -3.629079 -10.471509 1.663672 2.6 -0.6 0.2
O -2.417022 -10.714846 1.530657 -1.8 0.4 0.1
N -4.604990 -11.209478 1.117510 -1.1 -1.6 -1.0
C -6.010548 -10.898541 1.357476 -0.4 0.2 0.8
C -4.300129 -12.480137 0.334494 0.7 2.4 -0.4
H -3.955199 -9.653279 2.324228 -0.3 0.1 -0.3
H -6.744782 -10.842104 0.553858 0.8 -0.5 -1.0
H -6.148097 -9.890667 1.749092 0.5 -0.1 0.5
H -6.434644 -11.624289 2.051406 0.0 0.1 0.3
H -4.932641 -12.378389 -0.547369 -0.3 -0.8 0.2
H -3.295794 -12.362902 -0.072514 0.1 0.2 0.2
H -4.272905 -13.436362 0.856981 -0.7 0.3 0.3
C -2.633954 -3.014119 2.992628 -2.1 -1.1 -1.2
O -3.570037 -3.848490 2.944834 2.3 1.5 0.6
N -2.841461 -1.695542 2.789903 2.8 2.3 -1.2
C -4.103012 -1.131487 2.436710 -0.7 -1.8 0.7
C -1.776672 -0.698828 2.393004 0.6 -0.1 1.5
H -1.563466 -3.248491 3.099015 -0.2 -0.3 0.2
H -4.222160 -1.156227 1.353526 -0.1 0.7 -0.1
H -4.171235 -0.170960 2.947419 -0.5 0.0 -0.5
H -4.773579 -1.898303 2.824569 -0.8 0.6 0.1
H -1.740653 0.146832 3.079794 -0.5 -0.1 0.6
H -0.740243 -1.029101 2.462623 -0.2 -0.8 -0.2
H -1.890683 -0.138633 1.464947 -0.6 -1.0 -0.6
C 0.036583 5.885359 7.590376 -1.0 1.2 -3.0
O -0.521074 5.312793 6.650053 0.4 -0.1 1.5
N 0.101042 7.262670 7.591741 1.0 0.5 1.2
C 0.954624 7.939649 8.552666 -0.7 0.9 1.2
C -0.558613 8.214052 6.636067 0.6 -2.5 -0.2
H 0.573034 5.371008 8.402707 -0.1 0.2 0.0
H 1.685902 8.644400 8.156821 0.1 -0.3 -0.6
H 1.459604 7.359486 9.325004 0.0 -0.8 -0.6
H 0.298757 8.567143 9.156144 -0.1 0.3 0.2
H -0.814870 9.180235 7.070729 0.1 -0.4 0.3
H 0.116712 8.318174 5.786839 0.0 0.4 0.0
H -1.411648 7.654325 6.252472 -0.3 0.4 0.0
O 2.036791 -4.076131 -3.006714 -0.2 0.3 -0.8
P 1.535009 -4.993066 -4.051299 1.5 -1.5 -1.9
N 1.759122 -6.665328 -3.665859 0.3 2.0 -0.6
C 3.155784 -7.105680 -3.745086 -0.1 -1.7 -0.2
C 1.107009 -7.224700 -2.485250 -0.1 0.0 -0.6
N 2.377577 -4.966076 -5.623139 -0.8 1.1 1.6
C 2.179048 -6.030760 -6.653600 -0.1 0.8 2.6
C 3.089693 -3.757592 -6.121574 -0.3 -1.2 0.4
N -0.062257 -4.808227 -4.411393 -1.9 -0.5 0.3
C -0.797564 -5.746623 -5.311545 0.5 0.7 0.5
C -0.855655 -3.633758 -3.983586 1.0 -0.4 0.8
H 3.954465 -6.365241 -3.700756 -0.3 0.1 0.1
H 3.303149 -7.802403 -4.570292 0.1 0.7 -1.0
H 3.310402 -7.900713 -3.015626 0.1 0.6 1.0
H 0.075177 -6.881498 -2.410150 0.0 -0.1 -0.1
H 1.614163 -6.981517 -1.551568 0.1 0.0 0.0
H 1.159442 -8.292765 -2.696376 -0.4 -0.2 0.7
H 3.101494 -6.606821 -6.580472 0.0 -0.2 -1.1
H 1.380114 -6.635448 -6.224472 0.2 -0.3 -0.6
H 1.862912 -5.609932 -7.608094 0.4 -0.2 -0.1
H 2.553614 -3.284077 -6.944078 -0.1 0.0 -0.1
H 3.265202 -3.002365 -5.355458 -0.1 -0.3 0.2
H 4.046172 -4.127771 -6.490639 0.3 0.4 -0.2
H -0.753215 -5.337323 -6.320801 -0.1 -0.3 -0.2
H -0.408538 -6.763921 -5.268170 0.3 0.2 0.0
H -1.844346 -5.834766 -5.020709 0.0 0.3 0.2
H -1.710036 -3.888338 -3.356434 -0.3 -0.5 -0.3
H -1.191287 -2.992356 -4.798484 0.2 -0.1 -0.2
H -0.220676 -3.086165 -3.287137 0.1 0.3 -0.3
O 8.447380 2.002510 2.728548 -1.6 -2.4 -0.8
P 7.523834 0.995114 2.074869 -0.8 -0.8 -2.2
N 6.927728 -0.370958 2.938130 1.8 1.8 2.1
C 7.875793 -0.968103 3.954894 0.6 1.2 -1.3
C 5.809612 -1.214380 2.631398 0.2 0.6 -0.5
N 8.238044 0.120112 0.727827 -0.2 3.3 0.4
C 9.575698 0.443381 0.359107 1.7 0.5 1.3
C 7.890363 -1.140354 0.199478 -1.1 -1.2 1.0
N 6.083322 1.710597 1.376360 1.1 -0.5 0.9
C 5.686480 1.833025 0.019914 0.9 -0.5 -1.6
C 5.212144 2.486802 2.226694 0.8 -0.4 1.9
H 8.491186 -0.235863 4.477589 -0.4 0.6 -0.1
H 8.632755 -1.449807 3.335992 0.0 -1.1 0.4
H 7.451753 -1.560952 4.765344 -0.5 -0.3 -0.6
H 5.188895 -1.222400 3.527368 -0.6 -0.4 -0.4
H 6.141294 -2.211691 2.342542 0.0 -0.3 0.3
H 5.356372 -0.807508 1.727445 -0.7 0.0 0.3
H 10.250692 -0.220618 0.899080 0.4 -0.4 0.2
H 9.885645 0.287718 -0.674224 -0.7 0.4 -0.3
H 9.854981 1.420715 0.752722 -0.1 0.2 -0.5
H 7.958930 -1.845337 1.027965 0.1 -0.8 -0.2
H 6.861130 -1.199079 -0.154530 0.0 0.1 -0.3
H 8.593592 -1.428525 -0.581898 -0.3 0.0 0.0
H 5.584540 2.849815 -0.359357 -0.3 0.5 0.6
H 6.448881 1.464908 -0.666648 0.0 -0.6 0.1
H 4.749148 1.298377 -0.133803 -0.1 0.0 -0.3
H 5.314322 1.997745 3.195442 -0.3 0.4 0.5
H 4.143779 2.488660 2.010563 0.1 -0.3 -0.6
H 5.549227 3.516014 2.349885 0.0 0.2 -0.2
C 1.034524 8.210754 -1.341912 -0.9 -1.2 -0.3
C -0.335146 7.916530 -2.090423 1.7 2.3 0.0
C -1.471449 8.512215 -1.256444 0.4 1.2 0.0
C -1.512640 10.075225 -1.402691 -1.6 -2.1 -1.7
C -1.577803 10.479222 -2.930675 0.4 0.5 2.2
C -0.543686 9.927330 -3.857821 2.0 -2.7 1.7
N -0.176828 8.486287 -3.448825 -3.5 2.3 1.3
O 0.779116 7.848412 -4.188263 0.8 0.3 -0.8
C -1.154657 9.798773 -5.198309 -0.5 0.7 -1.7
C 0.743496 10.758701 -3.792290 0.4 0.3 -1.5
C -0.573523 6.509230 -2.341933 1.3 -2.9 1.0
H 1.139237 9.276892 -1.140676 0.1 -0.1 0.0
H 1.099954 7.633796 -0.419461 -0.1 0.2 0.3
H 1.837946 7.839753 -1.978285 0.1 0.3 -0.1
H -2.395499 7.946549 -1.375778 -0.4 0.5 -0.9
H -1.331434 8.373187 -0.184450 0.7 -0.4 0.1
H -2.528735 10.309420 -1.085185 0.4 0.7 0.8
H -0.716299 10.457536 -0.764102 -0.2 0.5 -0.4
H -1.400881 11.554732 -2.940495 -0.5 0.2 -0.2
H -2.578815 10.258315 -3.301195 0.0 0.0 0.2
H -1.546958 10.783338 -5.452930 0.5 0.3 -0.7
H -2.061210 9.203197 -5.305770 0.1 -0.5 0.9
H -0.482462 9.392535 -5.954116 0.2 0.5 -0.1
H 1.437314 10.374963 -4.540266 0.3 -0.4 0.2
H 1.265392 10.797473 -2.836141 -0.4 -0.2 0.1
H 0.633922 11.778511 -4.161180 -0.5 0.3 0.3
H -0.578512 6.010133 -1.372926 -0.8 -0.3 0.2
H -1.409969 6.227709 -2.981629 -0.1 0.4 0.3
H 0.337647 6.071253 -2.749432 -0.1 -0.1 -0.5
H 0.252476 7.540229 -4.929385 0.3 -0.5 -0.3
```
Positions in Å, forces in eV/Å.

Results of the Mulliken charge analysis, in e, for atoms 1 through 8: 0.07, -0.58, 0.08, -1.07, -0.93, 0.34, 0.36, 0.37

***

Record 2
Computed, not measured: 11 unconnected molecules or ions with the total composition C33H85BN7O18 in a non-equilibrium geometry, with ωB97M-V with the def2-TZVPD basis set.

Values from the calculation:
Net charge: -1
E_LUMO, eV: 1.734

Geometry as XYZ:
```
144
Properties=species:S:1:pos:R:3:forces:R:3
O 9.987227 31.529492 -2.747422 -1.4 -2.5 -0.2
C 9.358292 30.497896 -2.549963 0.4 0.9 -0.9
O 9.094499 29.444358 -3.409803 1.1 1.3 1.8
B 8.635422 28.304438 -2.559880 -0.7 0.7 -0.6
O 8.198128 28.939388 -1.277933 0.2 -0.6 -0.2
C 8.684931 30.144104 -1.197757 1.4 2.4 3.9
O 8.776214 30.849252 -0.145511 -0.8 -2.4 -4.0
O 9.613738 27.215815 -2.372574 1.1 2.1 0.8
C 9.217457 26.107146 -2.875529 -1.9 -2.2 -0.5
O 9.771281 25.031995 -2.841617 -0.3 1.0 -0.2
C 7.707695 26.391719 -3.413928 -0.1 -3.0 -0.9
O 7.502264 27.677976 -3.245273 -0.7 -0.6 -0.1
O 6.968534 25.502881 -3.869904 1.7 2.9 1.2
C 3.597415 26.659644 0.942609 0.5 -0.4 -0.9
C 2.739720 27.757855 0.270313 1.3 -1.1 -0.8
C 1.628701 27.245639 -0.667132 1.0 -0.1 0.3
O 0.813037 28.373335 -0.964159 -1.5 -1.4 -0.8
C -0.410293 27.854839 -1.587752 0.6 1.6 0.3
N 2.162510 28.433836 1.383648 -0.1 0.5 0.0
H 4.239984 26.035386 0.321712 -0.4 0.0 -0.6
H 2.905777 26.002543 1.469806 0.0 -0.2 0.1
H 4.324661 27.012291 1.673944 -0.4 0.7 0.1
H 3.294197 28.445263 -0.368533 0.5 0.1 0.2
H 1.036107 26.448335 -0.218522 -0.2 0.0 0.5
H 2.069269 26.793027 -1.555472 0.1 0.2 -0.4
H -1.152679 28.649120 -1.665687 0.2 0.4 0.3
H -0.861834 27.090456 -0.955339 0.2 -0.4 -0.3
H -0.218146 27.599548 -2.629854 0.2 -0.7 0.2
H 1.328060 28.792164 0.941590 -0.8 0.4 1.0
H 1.994090 27.624753 1.964262 -1.1 0.6 0.9
C 8.997286 29.207229 -11.054997 0.0 -0.7 0.6
C 9.529475 28.516146 -9.784143 1.8 -1.3 -0.3
C 10.665154 29.086866 -8.938677 0.5 2.1 -0.5
O 11.644805 29.675790 -9.803792 1.1 0.4 -0.2
C 12.892212 30.148463 -9.231454 -0.8 -0.9 0.6
N 8.447776 28.169349 -8.921353 -1.1 0.6 0.6
H 9.806377 29.431354 -11.750158 -0.2 0.0 0.0
H 8.295649 30.034595 -10.948890 0.5 0.4 0.5
H 8.335990 28.412423 -11.400063 0.2 0.0 -0.7
H 9.984569 27.585027 -10.121785 -0.2 -0.3 -0.5
H 11.111273 28.392231 -8.226938 0.0 -0.6 -0.3
H 10.243615 29.875755 -8.315731 -0.1 0.4 0.3
H 13.444337 30.867648 -9.836455 -0.7 0.0 -0.5
H 13.582858 29.317863 -9.085821 0.0 -0.3 0.1
H 12.739050 30.606945 -8.254504 -0.2 0.1 0.1
H 8.314763 29.046315 -8.438313 -0.9 0.1 0.5
H 8.672400 27.528695 -8.173555 0.4 -0.3 -0.1
C 7.118930 21.739587 -9.604940 0.9 -0.8 0.5
C 5.841951 22.238244 -10.198200 -0.9 0.5 -0.4
C 4.674741 22.410426 -9.172124 1.3 0.2 0.7
O 3.399763 22.031227 -9.574735 -0.6 -0.1 -0.4
C 2.847826 22.906811 -10.528348 -0.2 -0.1 -0.6
N 6.204629 23.431076 -10.919305 -0.3 1.8 -0.6
H 8.007602 22.071696 -10.141646 -0.3 0.0 -0.5
H 7.129218 20.650696 -9.652818 0.1 -0.1 0.6
H 7.330405 22.112223 -8.602683 -0.4 -0.2 0.3
H 5.505813 21.569907 -10.990953 -0.2 -0.5 0.2
H 4.648299 23.445070 -8.830190 0.1 0.5 -0.2
H 4.910819 21.886362 -8.245996 -0.1 -0.5 -0.1
H 2.676738 23.930732 -10.196069 0.1 0.1 0.6
H 1.881867 22.521252 -10.854499 0.1 -0.2 0.1
H 3.479488 23.005252 -11.411190 0.1 -0.2 -0.2
H 6.554292 24.146969 -10.298562 0.7 -0.1 0.5
H 5.402268 23.938247 -11.264383 -0.5 -0.3 -0.5
C 12.156943 19.273916 -5.276573 -1.8 -0.7 -0.1
C 13.371287 20.052657 -5.565314 1.5 0.8 0.9
C 13.250717 20.904063 -6.805145 0.5 -0.3 -2.0
O 14.518879 21.486471 -7.253428 -0.5 0.8 1.4
C 14.391112 22.536092 -8.187712 -0.4 0.5 -0.2
N 13.658922 20.811315 -4.311250 0.2 -0.5 -1.3
H 12.068790 18.424356 -5.953757 -0.2 -0.2 0.3
H 11.234179 19.849803 -5.347066 -0.1 0.4 -0.6
H 12.071038 19.006647 -4.223341 0.7 -0.6 -0.1
H 14.197044 19.363935 -5.743906 0.2 0.0 0.1
H 12.379552 21.556871 -6.750564 0.4 0.9 0.3
H 13.050387 20.298386 -7.688955 -0.7 -0.8 0.2
H 13.978421 22.201915 -9.139617 0.1 -0.3 -0.2
H 15.320447 23.072533 -8.379211 0.5 -0.8 0.1
H 13.762849 23.377663 -7.895916 -0.6 -0.2 0.7
H 14.307516 21.537309 -4.580230 0.0 0.5 0.4
H 12.765616 21.205623 -4.053114 0.1 0.6 0.3
C 15.969831 30.270299 -0.752178 0.7 -1.4 -0.1
C 16.724981 31.432533 -1.399869 -1.8 -1.9 1.3
C 17.115285 31.102525 -2.781578 -0.4 -0.7 -0.9
O 17.970209 29.943822 -2.900563 -0.3 1.7 -0.6
C 18.096748 29.394305 -4.225736 -0.2 -0.7 1.0
N 15.748169 32.514639 -1.437574 1.0 1.6 0.6
H 15.091772 29.885285 -1.270708 -0.3 0.7 -0.3
H 15.683395 30.556920 0.259706 0.1 -0.3 0.1
H 16.588212 29.372890 -0.771330 0.4 -0.1 0.6
H 17.559287 31.560488 -0.710186 0.2 1.0 -0.2
H 17.418532 32.046647 -3.234110 0.9 -0.3 -0.5
H 16.122153 30.889022 -3.176807 0.0 -0.4 -0.9
H 18.163772 30.048074 -5.095323 0.3 0.7 0.4
H 17.247673 28.742617 -4.431835 -0.2 -0.1 0.1
H 18.984344 28.768141 -4.135239 0.0 0.1 -0.4
H 14.909425 32.324765 -1.967260 0.2 -0.5 -0.3
H 15.426632 32.570672 -0.481765 -0.2 0.5 0.1
C 7.750939 18.855974 2.203530 1.2 -0.8 -1.0
C 6.575634 19.493344 1.538515 -0.4 -0.2 -0.4
C 5.878134 18.495878 0.598566 0.1 0.8 0.0
O 4.797047 19.105189 -0.133834 0.5 -0.1 1.0
C 5.157185 19.487988 -1.478649 -0.7 -1.1 1.5
N 5.727280 19.895934 2.616102 -1.4 0.3 0.6
H 7.539951 17.962426 2.791025 -0.7 0.2 0.3
H 8.309089 19.558063 2.822926 0.1 -0.1 -0.2
H 8.360472 18.442559 1.400010 0.7 0.3 0.1
H 6.827950 20.358563 0.925466 0.6 0.1 -0.2
H 5.599632 17.680035 1.265599 -0.9 -0.1 -0.3
H 6.574228 18.072976 -0.125802 0.4 0.1 0.0
H 6.091778 20.048418 -1.501770 -0.1 0.1 -0.2
H 4.285129 20.052684 -1.808401 0.4 0.1 -0.4
H 5.227191 18.515318 -1.965601 0.3 0.3 -0.9
H 6.230375 20.508325 3.242171 0.1 0.0 0.1
H 4.923308 20.413213 2.290294 -0.2 0.0 -0.1
C 13.387478 22.650820 3.475722 -1.0 0.7 0.0
C 12.288303 23.513374 2.754025 0.1 -1.7 0.8
C 12.824720 24.882438 2.356714 -1.3 -0.1 0.1
O 12.635264 25.882013 3.349078 0.4 -0.1 1.0
C 11.345130 26.545887 3.553061 1.6 -0.7 -2.0
N 11.765891 22.678966 1.661478 0.7 0.4 0.5
H 14.345501 22.647817 2.955819 0.0 0.3 -0.2
H 13.091874 21.603291 3.533973 -0.3 0.1 0.2
H 13.520731 23.075937 4.470521 0.3 -0.2 0.1
H 11.416765 23.623588 3.399312 0.2 0.3 0.5
H 12.310308 25.115416 1.424405 0.0 0.5 -0.3
H 13.885245 24.741319 2.148251 0.1 0.7 0.1
H 11.315687 26.967349 4.557843 0.0 -0.3 -0.2
H 10.519079 25.884337 3.292096 -0.1 -0.1 0.5
H 11.381986 27.322888 2.789514 -0.6 0.4 0.3
H 11.178158 23.248901 1.070010 0.1 -0.1 -0.5
H 12.600257 22.363881 1.187499 -0.3 -0.2 -0.9
O 6.163895 30.612306 3.719078 0.0 0.0 0.3
H 6.689253 31.038801 3.042076 0.2 0.1 -0.2
H 5.468084 30.165498 3.236955 -0.2 -0.1 -0.1
O 11.675934 36.306685 -0.743041 0.0 0.2 0.2
H 12.186646 36.621369 -1.488949 0.1 0.1 -0.2
H 11.163914 35.577676 -1.093197 -0.2 -0.3 -0.1
C 13.607604 35.920047 -5.706417 -1.1 1.1 0.2
O 12.257921 36.376129 -6.008909 0.5 -0.8 0.1
H 13.931971 36.372525 -4.769320 0.2 0.0 0.1
H 13.567593 34.842549 -5.546718 0.0 0.1 -0.4
H 14.290592 36.240877 -6.492983 0.1 -0.4 -0.1
H 12.214094 37.333986 -6.055463 0.3 0.0 0.1
```
Positions in Å, forces in eV/Å.

Results of the Mulliken charge analysis, in e, for atoms 1 through 8: -0.61, 0.58, -0.41, 0.89, -0.44, 0.60, -0.66, -0.41

***

It is found that the relative energy (zero: lowest compared OMol25 entry of this formula, charge and spin) values, taken in the order of the records, are 4.446, 6.031 eV.
It is found that the frontier orbital gap values, taken in the order of the records, are 8.02, 9.12 eV.
It is found that the HOMO energy values, taken in the order of the records, are -7.54, -7.39 eV.